No. 1
C4H10N2O | ωB97M-V/def2-TZVPD

The geometry in ORCA input format:
```
! RIJCOSX wB97M-V def2-TZVPD def2/J DEFGRID3
* xyz 0 1
C -1.9411 0.2463 -0.2991
N -0.9258 -0.7936 -0.0571
C 0.4673 -0.4194 -0.2042
C 0.7226 0.4735 -1.4603
C 1.0622 0.3017 1.0268
N 0.7969 -0.2859 2.2256
O 1.9714 1.0922 0.8806
H -2.0294 0.4197 -1.3792
H -1.5471 1.1713 0.0941
H -2.8744 -0.0308 0.1774
H -1.0743 -1.5608 -0.7034
H 1.1575 -1.2641 -0.2479
H 0.3207 1.4703 -1.3020
H 1.7937 0.5705 -1.6188
H 0.3195 -0.0718 -2.3105
H 0.2997 -1.1522 2.2228
H 1.4807 -0.1671 2.9553
*
```

The total energy is -343.162375 Eh.

***

No. 2
C4H10N2O | ωB97M-V/def2-TZVPD

The geometry in ORCA input format:
```
! RIJCOSX wB97M-V def2-TZVPD def2/J DEFGRID3
* xyz 0 1
C 1.5288 -0.1788 -1.7922
N 0.5111 -0.5310 -0.8072
C -0.2874 -1.6834 -1.1935
C -0.2365 0.6129 -0.3635
C -0.4151 0.5276 1.1572
N -1.3972 1.3744 1.6587
O 0.3352 -0.0827 1.8741
H 2.4515 0.0290 -1.2251
H 1.4673 0.8198 -2.2986
H 1.7522 -1.0372 -2.4185
H 0.3215 -2.6089 -1.1102
H -0.9138 -1.8898 -0.3233
H -0.9478 -1.5566 -2.0606
H 0.2837 1.5870 -0.5241
H -1.2208 0.7611 -0.8349
H -1.6157 1.3005 2.6347
H -1.6312 2.1580 1.0797
*
```

The total energy is -343.133200 Eh.

***

No. 3
C4H10N2O | ωB97M-V/def2-TZVPD

The geometry in ORCA input format:
```
! RIJCOSX wB97M-V def2-TZVPD def2/J DEFGRID3
* xyz 0 1
N -1.5143 2.0045 0.0188
C -0.0801 1.7430 0.1475
C 0.2148 0.2793 0.6374
C 0.0237 -0.8234 -0.4069
N 1.0777 -0.7468 -1.4613
C 0.0480 -2.1461 0.3834
O 0.7622 -2.3344 1.3330
H -1.8638 1.4146 -0.7246
H -1.9305 1.7452 0.9051
H 0.3498 2.2850 1.0121
H 0.6115 2.0803 -0.6220
H -0.5208 0.2217 1.4452
H 1.2455 0.3009 1.0057
H -0.9628 -0.8276 -0.9058
H 1.8799 -0.4692 -0.9022
H 1.0882 -1.7047 -1.8022
H -0.4290 -3.0224 -0.0633
*
```

The total energy is -343.114366 Eh.

***

No. 4
C4H10N2O2 | ωB97M-V/def2-TZVPD

The geometry in ORCA input format:
```
! RIJCOSX wB97M-V def2-TZVPD def2/J DEFGRID3
* xyz -1 2
O -0.6389 0.8729 0.9414
C 0.0839 -0.1132 0.6978
N 1.0649 0.0278 -0.2673
C 1.6817 1.3607 -0.5321
N 1.5376 1.7672 -1.9629
C -0.4324 -1.3137 1.4343
C -1.5143 -1.8813 0.5367
O -1.6182 -0.9119 -0.5656
H 1.2881 -0.7814 -0.7483
H 2.7933 1.4299 -0.3662
H 1.1721 2.1621 0.2569
H 0.6812 1.3696 -2.4050
H 1.5838 2.7594 -2.0986
H 0.1036 -2.1601 1.9746
H -0.8940 -0.6519 2.2651
H -2.6028 -1.7587 1.0716
H -1.4330 -2.8489 0.0619
H -1.7660 -0.0877 -0.2268
*
```

The total energy is -418.268969 Eh.

***

No. 5
C4H10N2O2 | ωB97M-V/def2-TZVPD

The geometry in ORCA input format:
```
! RIJCOSX wB97M-V def2-TZVPD def2/J DEFGRID3
* xyz 0 1
C 1.4392 2.5479 -0.8720
N 1.6232 2.4100 0.5528
C 2.3962 1.5409 1.1933
O 3.0843 0.7491 0.6104
H 1.0772 3.5801 -1.0139
H 0.6574 1.8503 -1.2164
H 2.3391 2.4022 -1.4929
H 1.1732 3.1190 1.1370
H 2.3479 1.7799 2.2834
C -1.4057 -1.1392 -0.0174
N -2.1555 -2.2910 -0.4970
C -1.9837 -3.5594 -0.1475
O -1.1260 -3.9659 0.6077
H -1.9638 -0.6364 0.7902
H -1.2171 -0.4090 -0.8222
H -0.4360 -1.4789 0.3838
H -3.0647 -2.2541 -0.9646
H -2.7852 -4.2454 -0.5147
*
```

The total energy is -418.394957 Eh.

***

No. 6
C4H10N2O2 | ωB97M-V/def2-TZVPD

The geometry in ORCA input format:
```
! RIJCOSX wB97M-V def2-TZVPD def2/J DEFGRID3
* xyz 0 1
N -0.8732 2.3286 -0.8940
C -0.8067 0.9800 -0.9981
O -1.7724 0.3429 -1.3884
C 0.4159 0.2361 -0.4153
N 0.4959 -1.0858 -0.9942
C 0.1623 0.1664 1.0957
C 1.2096 -0.7497 1.7659
O 0.8466 -2.1174 1.7402
H -0.0424 2.8863 -0.8383
H -1.7358 2.7776 -1.1504
H 1.2530 0.9135 -0.5859
H 1.1138 -1.0666 -1.7908
H -0.4345 -1.2921 -1.3371
H -0.8260 -0.2475 1.2894
H 0.2595 1.1366 1.5773
H 2.1543 -0.6601 1.2349
H 1.3206 -0.4717 2.7960
H 0.5844 -2.3272 0.8325
*
```

The total energy is -418.418202 Eh.